1.
Formula: C20H22N4O2W
Source: the OMol25 dataset
Level of theory: ωB97M-V/def2-TZVPD

Computed properties:
- Charge: +4
- ΔE to the lowest compared entry with this formula, charge and spin: 0.000 eV
- 2S+1: 3
- HOMO level (spin up / spin down): -0.71631 / -0.73261 hartree

Last column: Mulliken charge in e.
Positions of all 49 atoms, in Å:
N (-0.77, 2.73, -0.25)  -0.49
C (-0.25, 3.78, -0.13)  0.57
C (0.20, 5.15, -0.19)  -0.87
H (-0.72, 5.78, -0.32)  0.34
H (0.86, 5.17, -1.09)  0.29
H (0.75, 5.41, 0.74)  0.34
N (2.25, -1.41, -1.63)  -0.59
C (3.14, -2.16, -1.49)  0.52
C (4.31, -2.81, -0.99)  -0.82
H (5.17, -2.40, -1.58)  0.36
H (4.16, -3.91, -1.16)  0.37
H (4.40, -2.56, 0.12)  0.34
N (-2.56, -0.38, 0.49)  -0.33
C (-3.31, -1.24, 0.33)  0.31
C (-4.45, -2.10, -0.01)  -0.85
H (-4.48, -2.96, 0.69)  0.35
H (-4.30, -2.42, -1.09)  0.28
H (-5.36, -1.47, 0.10)  0.32
W (0.64, -0.20, -1.90)  1.69
C (0.11, -1.45, -0.16)  0.16
O (0.03, -2.22, 0.73)  -0.15
C (1.30, 0.71, 0.12)  0.10
O (1.94, 0.32, 1.09)  -0.14
C (0.79, 1.12, -3.53)  -0.26
C (-0.52, 1.19, -2.99)  -0.29
C (-1.27, 0.01, -2.77)  -0.14
C (-0.67, -1.24, -3.11)  -0.58
C (0.61, -1.28, -3.73)  -0.51
C (1.35, -0.11, -3.91)  -0.64
H (1.34, 2.02, -3.74)  0.53
H (-0.96, 2.16, -2.80)  0.61
H (-2.27, 0.04, -2.33)  0.57
H (-1.21, -2.15, -2.87)  0.58
H (1.05, -2.24, -3.96)  0.56
H (2.37, -0.14, -4.23)  0.50
N (-1.66, 1.54, 2.13)  -0.23
C (-1.77, 1.13, 3.43)  0.89
C (-0.65, 0.54, 4.06)  -0.14
C (-0.75, 0.10, 5.37)  -0.64
C (-1.94, 0.28, 6.09)  -0.40
C (-3.06, 0.85, 5.47)  -0.61
C (-2.99, 1.28, 4.15)  -0.42
H (-2.56, 1.70, 1.68)  0.35
H (-1.11, 0.97, 1.47)  0.07
H (0.26, 0.46, 3.48)  0.39
H (0.13, -0.36, 5.83)  0.42
H (-2.01, -0.06, 7.12)  0.45
H (-3.99, 0.96, 6.04)  0.43
H (-3.85, 1.70, 3.62)  0.41

=====

2.
Formula: C5H8O
Source: the OMol25 dataset
Level of theory: ωB97M-V/def2-TZVPD

Computed properties:
- ΔE to the lowest compared entry with this formula, charge and spin: 4.473 eV
- 2S+1: 1
- HOMO level: -0.31735 hartree

Last column: Mulliken charge in e.
Positions of all 14 atoms, in Å:
O (1.19, -0.34, 1.41)  -0.57
C (0.24, -0.10, 0.41)  0.82
C (-1.15, -0.25, 1.02)  -1.52
C (-0.34, 0.39, -1.58)  -0.48
C (0.26, 1.19, -0.44)  -0.45
C (0.26, -0.85, -0.94)  -0.46
H (2.07, -0.24, 1.02)  0.35
H (-1.30, 0.47, 1.83)  0.39
H (-1.29, -1.27, 1.40)  0.39
H (-1.90, -0.06, 0.24)  0.35
H (1.27, 1.46, -0.76)  0.29
H (-0.25, 2.10, -0.11)  0.30
H (-0.25, -1.81, -1.07)  0.30
H (1.27, -0.95, -1.35)  0.29

=====

3.
Formula: C7H14ClFeI2NOP
Source: the OMol25 dataset
Level of theory: ωB97M-V/def2-TZVPD

Computed properties:
- Charge: +2
- ΔE to the lowest compared entry with this formula, charge and spin: 0.000 eV
- 2S+1: 6
- HOMO level (spin up / spin down): -0.60512 / -0.63061 hartree

Last column: Mulliken charge in e.
Positions of all 28 atoms, in Å:
I (1.42, 2.37, -1.02)  0.28
I (0.94, -2.58, -0.39)  0.40
Fe (0.07, -0.40, -0.06)  -0.44
P (-0.58, -0.04, -2.21)  0.50
C (0.54, -0.06, -3.64)  -0.91
C (-1.72, -1.43, -2.53)  -1.11
H (-2.34, 1.56, -1.74)  0.38
H (-2.11, 1.29, -3.50)  0.42
H (-0.96, 2.33, -2.57)  0.35
C (-1.60, 1.44, -2.54)  -1.00
H (-2.44, -1.51, -1.71)  0.35
H (-2.24, -1.22, -3.47)  0.44
H (-0.06, -0.08, -4.54)  0.41
H (1.18, -0.96, -3.58)  0.36
H (-1.15, -2.36, -2.61)  0.41
H (1.16, 0.83, -3.62)  0.37
C (1.88, 0.49, 0.23)  0.68
O (2.83, 0.29, 0.90)  -0.21
Cl (-1.94, 0.34, 0.51)  -0.26
C (1.22, 0.67, 4.84)  -1.13
C (0.48, -0.58, 4.34)  -0.21
C (0.41, -0.62, 2.90)  0.18
N (0.33, -0.57, 1.75)  0.14
H (2.23, 0.68, 4.42)  0.35
H (1.32, 0.67, 5.92)  0.35
H (0.69, 1.58, 4.54)  0.35
H (0.98, -1.51, 4.66)  0.29
H (-0.55, -0.62, 4.73)  0.29

=====

4.
Formula: C2H7N3O2
Source: the OMol25 dataset
Level of theory: ωB97M-V/def2-TZVPD

Computed properties:
- ΔE to the lowest compared entry with this formula, charge and spin: 5.646 eV
- 2S+1: 1
- SMILES string: NC/C(=N/O)NO
- HOMO level: -0.33071 hartree

Last column: Mulliken charge in e.
Positions of all 14 atoms, in Å:
N (-2.26, 0.28, -0.39)  -0.46
C (-1.27, -0.68, 0.07)  -0.35
C (0.18, -0.30, -0.10)  0.42
N (1.02, -1.29, -0.32)  -0.46
O (2.34, -0.79, -0.18)  -0.36
N (0.43, 1.04, 0.12)  -0.16
O (1.67, 1.62, -0.37)  -0.42
H (-2.28, 0.67, -1.38)  0.21
H (-2.73, 0.83, 0.34)  0.21
H (-1.35, -1.65, -0.45)  0.29
H (-1.35, -0.81, 1.22)  0.20
H (2.82, -1.52, 0.11)  0.31
H (0.35, 1.19, 1.11)  0.24
H (2.43, 1.41, 0.22)  0.33

=====

5.
Formula: C23H27AlClNO
Source: the OMol25 dataset
Level of theory: ωB97M-V/def2-TZVPD

Computed properties:
- ΔE to the lowest compared entry with this formula, charge and spin: 0.189 eV
- 2S+1: 1
- HOMO level: -0.28548 hartree

Last column: Mulliken charge in e.
Positions of all 54 atoms, in Å:
C (-1.68, 1.04, -0.81)  -0.65
C (-0.77, 1.98, -1.33)  -1.15
C (0.24, 1.32, -2.04)  -0.11
H (-0.87, 3.06, -1.24)  0.46
C (0.02, -0.11, -1.94)  -0.01
C (-1.22, -0.28, -1.15)  -0.90
H (0.41, -0.85, -2.64)  0.94
C (-0.27, 0.53, 2.47)  -1.47
C (-0.27, 1.88, 2.09)  -0.87
C (0.92, 2.17, 1.36)  -0.17
H (-1.01, 2.62, 2.33)  0.49
C (1.66, 0.98, 1.21)  -0.44
C (0.92, -0.10, 1.92)  -0.53
H (0.99, 1.79, -2.68)  0.33
H (-1.83, -1.18, -1.14)  0.85
H (-2.63, 1.26, -0.33)  0.45
H (1.39, -1.02, 2.30)  0.84
H (1.25, 3.15, 1.02)  0.49
H (-0.97, 0.04, 3.13)  0.50
Al (0.39, -0.62, 0.07)  -0.86
C (3.02, 0.78, 0.59)  2.62
C (3.95, 0.16, 1.65)  -1.80
C (3.62, 2.09, 0.09)  -2.07
H (3.94, 0.80, 2.54)  0.40
H (4.98, 0.11, 1.27)  0.43
H (3.62, -0.85, 1.92)  0.39
H (3.77, 2.79, 0.93)  0.41
H (2.98, 2.58, -0.66)  0.38
H (4.60, 1.89, -0.36)  0.39
C (2.77, -0.14, -0.64)  2.66
C (3.83, -1.18, -0.93)  -0.62
H (2.55, 0.46, -1.54)  -0.88
H (1.90, -0.90, -0.49)  -0.54
O (3.89, -2.12, -0.14)  -0.57
N (4.47, -1.09, -2.17)  -0.07
C (3.61, -1.26, -3.38)  -0.83
H (5.22, -1.79, -2.19)  0.42
C (3.17, 0.05, -3.98)  0.78
C (2.15, 0.05, -4.94)  -0.46
H (1.68, -0.91, -5.20)  0.40
C (1.77, 1.23, -5.58)  -0.58
H (0.98, 1.21, -6.33)  0.36
C (2.42, 2.43, -5.25)  -0.47
H (2.13, 3.35, -5.75)  0.38
C (3.43, 2.45, -4.29)  -0.57
H (3.94, 3.38, -4.02)  0.37
C (3.81, 1.25, -3.65)  -0.15
H (4.64, 1.23, -2.94)  0.38
H (2.72, -1.87, -3.14)  0.16
H (4.20, -1.83, -4.12)  0.54
Cl (0.74, -3.31, -0.88)  -0.20
C (-0.07, -2.51, 0.43)  -0.67
H (-1.16, -2.63, 0.31)  0.39
H (0.26, -2.92, 1.38)  0.45

=====

6.
Formula: C22H32N2O4
Source: the OMol25 dataset
Level of theory: ωB97M-V/def2-TZVPD

Computed properties:
- ΔE to the lowest compared entry with this formula, charge and spin: 2.307 eV
- 2S+1: 1
- SMILES string: COCC(=O)N1CCC(Oc2ccc(C(=O)N3CCCCCCC3)cc2)CC1
- HOMO level: -0.31460 hartree

Last column: Mulliken charge in e.
Positions of all 60 atoms, in Å:
C (7.38, -1.47, -1.35)  -0.64
O (7.45, -1.22, 0.04)  -0.35
C (7.75, 0.13, 0.33)  -0.91
C (6.64, 1.13, -0.03)  1.07
O (6.88, 2.08, -0.75)  -0.67
N (5.42, 0.91, 0.50)  0.10
C (5.02, -0.19, 1.34)  -0.94
C (3.94, -1.02, 0.65)  -0.53
C (2.74, -0.14, 0.27)  0.00
O (1.83, -0.96, -0.43)  -0.44
C (0.54, -0.57, -0.61)  0.84
C (-0.05, 0.57, -0.07)  -0.26
C (-1.38, 0.85, -0.33)  -1.00
C (-2.15, 0.00, -1.10)  -0.25
C (-3.57, 0.37, -1.43)  0.06
O (-3.80, 1.32, -2.16)  -0.65
N (-4.55, -0.37, -0.87)  0.31
C (-4.32, -1.54, -0.05)  -0.64
C (-5.17, -1.61, 1.22)  -0.90
C (-5.06, -0.38, 2.13)  -0.49
C (-6.08, 0.73, 1.87)  -0.75
C (-5.74, 1.68, 0.71)  -0.39
C (-6.35, 1.33, -0.64)  -0.79
C (-5.92, -0.03, -1.22)  -1.06
C (-1.56, -1.14, -1.65)  0.32
C (-0.23, -1.42, -1.41)  -0.78
C (3.23, 1.03, -0.59)  -0.41
C (4.33, 1.80, 0.15)  -1.14
H (6.60, -0.86, -1.83)  0.27
H (7.14, -2.53, -1.45)  0.22
H (8.33, -1.26, -1.84)  0.31
H (8.65, 0.46, -0.20)  0.39
H (7.94, 0.17, 1.41)  0.35
H (5.87, -0.82, 1.57)  0.53
H (4.61, 0.22, 2.28)  0.31
H (3.61, -1.83, 1.30)  0.43
H (4.34, -1.47, -0.26)  0.18
H (2.28, 0.24, 1.19)  0.15
H (0.52, 1.26, 0.54)  0.39
H (-1.82, 1.74, 0.09)  0.46
H (-4.52, -2.44, -0.65)  0.13
H (-3.27, -1.54, 0.23)  0.43
H (-4.83, -2.49, 1.76)  0.45
H (-6.22, -1.78, 0.98)  0.41
H (-5.21, -0.72, 3.16)  0.35
H (-4.05, 0.03, 2.07)  0.24
H (-7.06, 0.29, 1.71)  0.32
H (-6.14, 1.33, 2.78)  0.36
H (-4.65, 1.75, 0.61)  -0.03
H (-6.10, 2.68, 0.97)  0.42
H (-7.44, 1.35, -0.57)  0.44
H (-6.04, 2.11, -1.34)  0.41
H (-6.00, 0.02, -2.31)  0.40
H (-6.57, -0.83, -0.86)  0.54
H (-2.14, -1.80, -2.28)  0.46
H (0.24, -2.29, -1.83)  0.44
H (2.41, 1.70, -0.84)  0.50
H (3.63, 0.63, -1.52)  0.23
H (4.73, 2.59, -0.48)  0.46
H (3.92, 2.24, 1.07)  0.35

=====

7.
Formula: C19H19NO4
Source: the OMol25 dataset
Level of theory: ωB97M-V/def2-TZVPD

Computed properties:
- ΔE to the lowest compared entry with this formula, charge and spin: 0.000 eV
- 2S+1: 1
- SMILES string: CCOC(=O)c1cccc(N2C(=O)[C@@H]3[C@H](C2=O)[C@@H]2C=C[C@H]3CC2)c1
- HOMO level: -0.34017 hartree

Last column: Mulliken charge in e.
Positions of all 43 atoms, in Å:
C (3.40, 2.44, 3.38)  -1.23
C (3.22, 1.01, 3.85)  -0.23
O (2.27, 0.36, 3.00)  -0.21
C (1.94, -0.89, 3.32)  0.35
O (2.40, -1.48, 4.27)  -0.64
C (0.93, -1.47, 2.39)  0.03
C (0.54, -2.79, 2.58)  -0.64
C (-0.39, -3.36, 1.73)  -0.81
C (-0.95, -2.62, 0.70)  -0.47
C (-0.55, -1.30, 0.51)  0.17
N (-1.11, -0.54, -0.54)  0.56
C (-1.54, 0.77, -0.39)  -0.06
O (-1.54, 1.38, 0.65)  -0.62
C (-2.00, 1.27, -1.74)  -0.22
C (-1.81, 0.10, -2.69)  -0.08
C (-1.26, -1.02, -1.83)  -0.10
O (-0.98, -2.13, -2.19)  -0.61
C (-0.77, 0.47, -3.77)  -0.06
C (0.48, 0.91, -3.07)  -0.78
C (0.31, 1.94, -2.25)  -0.80
C (-1.09, 2.45, -2.18)  -0.12
C (-1.53, 2.86, -3.60)  -0.91
C (-1.33, 1.67, -4.56)  -0.90
C (0.39, -0.72, 1.35)  -0.06
H (2.44, 2.96, 3.40)  0.31
H (4.10, 2.95, 4.02)  0.41
H (3.77, 2.45, 2.36)  0.30
H (4.16, 0.45, 3.81)  0.31
H (2.84, 0.97, 4.88)  0.33
H (0.98, -3.35, 3.39)  0.50
H (-0.70, -4.38, 1.88)  0.39
H (-1.68, -3.06, 0.04)  0.44
H (-3.03, 1.62, -1.67)  0.48
H (-2.73, -0.23, -3.17)  0.46
H (-0.60, -0.38, -4.43)  0.65
H (1.42, 0.41, -3.25)  0.46
H (1.09, 2.39, -1.66)  0.50
H (-1.20, 3.28, -1.48)  0.65
H (-0.93, 3.71, -3.92)  0.38
H (-2.57, 3.17, -3.58)  0.41
H (-0.63, 1.93, -5.35)  0.39
H (-2.27, 1.39, -5.02)  0.39
H (0.70, 0.30, 1.20)  0.68

=====

8.
Formula: CH2N2O
Source: the OMol25 dataset
Level of theory: ωB97M-V/def2-TZVPD

Computed properties:
- ΔE to the lowest compared entry with this formula, charge and spin: 4.838 eV
- 2S+1: 1
- SMILES string: [O-][N+]1=NC1
- HOMO level: -0.38861 hartree

Last column: Mulliken charge in e.
Positions of all 6 atoms, in Å:
O (-1.14, 1.40, -0.63)  -0.64
N (-0.24, 0.64, -0.44)  0.73
N (0.92, 0.30, -0.68)  -0.45
C (0.15, -0.52, 0.27)  -0.09
H (-0.19, -1.50, -0.02)  0.26
H (0.51, -0.34, 1.50)  0.19

=====

9.
Formula: C3H9NO
Source: the OMol25 dataset
Level of theory: ωB97M-V/def2-TZVPD

Computed properties:
- ΔE to the lowest compared entry with this formula, charge and spin: 2.613 eV
- 2S+1: 1
- SMILES string: CC=O.CN
- HOMO level: -0.31444 hartree

Last column: Mulliken charge in e.
Positions of all 14 atoms, in Å:
C (-0.60, -1.29, -2.10)  -0.88
C (-0.15, -1.27, -0.65)  0.29
O (0.76, -1.98, -0.20)  -0.56
H (-1.44, -0.63, -2.31)  0.31
H (-1.03, -2.24, -2.12)  0.28
H (0.25, -1.24, -2.76)  0.27
H (-0.83, -0.56, 0.06)  0.28
C (0.14, 1.85, 1.43)  -0.69
N (0.62, 0.47, 1.35)  -0.42
H (0.35, 2.44, 0.45)  0.24
H (0.82, 2.46, 2.11)  0.29
H (-0.98, 1.89, 1.77)  0.22
H (0.90, 0.23, 2.28)  0.15
H (1.18, -0.12, 0.68)  0.22

=====

E_tot values (in eV) by entry order: -32928.7629 -7357.7824 -83404.9463 -10748.4295 -46944.3855 -34504.0019 -29693.0221 -6092.1739 -6792.4427.